(1)
ORCA calculation (ωB97M-V/def2-TZVPD) on a structure of composition C13H32O13P3Ru in a non-equilibrium geometry.

Values from the calculation:
- E_HOMO (spin up / spin down) (eV) = -12.4814 / -12.7550
- frontier orbital gap (spin up / spin down) (eV) = 9.286 / 7.025
- <S²> = 6.0139
- net charge = +1
- multiplicity = 5

Geometry as XYZ:
```
62
C13H32O13P3Ru (ωB97M-V/def2-TZVPD)
Ru -0.005 -0.017 -0.018
C 0.861 -0.809 5.102
C 0.248 -0.075 3.916
O -0.550 1.036 4.323
P 1.527 0.731 2.895
O 2.200 1.816 3.827
O 2.638 -0.381 2.750
O 1.102 1.319 1.587
P -0.887 -1.191 2.969
O -0.030 -2.522 2.723
O -2.105 -1.390 3.759
O -1.077 -0.546 1.573
H 1.396 -0.106 5.740
H 1.553 -1.577 4.760
H 0.065 -1.276 5.684
H -1.393 0.690 4.658
H 1.611 2.540 4.096
H 3.460 -0.075 2.331
H -0.367 -3.255 3.263
C 0.095 -1.921 -3.933
C -0.497 -0.678 -3.286
C -1.422 0.063 -4.241
O -1.213 -1.014 -2.085
C 0.706 0.278 -2.927
O 1.318 0.790 -3.824
O 0.962 0.409 -1.649
H -0.707 -2.588 -4.258
H 0.745 -2.461 -3.239
H 0.680 -1.640 -4.805
H -2.209 -0.610 -4.585
H -0.852 0.411 -5.099
H -1.883 0.915 -3.744
H -1.169 -1.966 -1.948
C 0.834 -1.950 -0.093
H 0.090 -2.727 0.059
H 1.501 -1.880 0.773
H 1.388 -2.092 -1.015
C -1.025 4.171 1.905
C -1.879 2.920 1.940
O -2.345 2.555 0.620
P -1.515 1.783 -0.488
O -2.667 1.442 -1.511
C -3.751 0.543 -1.141
C -5.017 1.329 -0.874
O -0.613 2.797 -1.273
C -1.135 3.931 -2.034
C -0.255 5.133 -1.785
H -0.782 4.475 2.923
H -1.568 4.984 1.422
H -0.099 3.983 1.358
H -2.786 3.074 2.521
H -1.330 2.089 2.372
H -3.458 -0.051 -0.272
H -3.874 -0.124 -1.991
H -4.881 2.008 -0.036
H -5.830 0.639 -0.648
H -5.288 1.909 -1.756
H -2.169 4.116 -1.742
H -1.103 3.634 -3.080
H -0.362 5.497 -0.765
H -0.532 5.931 -2.472
H 0.788 4.869 -1.959
```

Atomic partial charges in e from the natural (NBO) method, atoms 1 to 5: Ru 1.327; C -0.648; C -0.484; O -0.742; P 2.384



(2)
ORCA calculation (ωB97M-V/def2-TZVPD) on a cluster of 2 separate species, C5H8N2 in total in a non-equilibrium geometry.

Values from the calculation:
- E_HOMO (eV) = -8.2807
- frontier orbital gap (eV) = 8.537

Geometry as XYZ:
```
15
C5H8N2 (ωB97M-V/def2-TZVPD)
C 1.576 -0.329 0.529
C 0.172 0.834 -1.009
C -1.004 -0.026 -1.256
C -0.913 -1.455 -0.958
N -0.889 -2.595 -0.763
N -0.853 0.943 -0.174
C -0.875 0.728 1.182
H 1.768 -0.980 1.389
H 1.787 -0.934 -0.359
H 2.288 0.501 0.567
H 0.799 1.522 -1.557
H -1.787 0.204 -1.978
H 0.404 -0.023 1.017
H -1.761 0.221 1.559
H -0.538 1.583 1.769
```

Atomic partial charges in e from the natural (NBO) method, atoms 1 to 5: C -0.864; C -0.009; C -0.201; C 0.254; N -0.302



These records have energy relative to the best compared isomer or geometry (same formula, charge and spin) values of 8.1; 143.3 kcal/mol, in the order they appear.
These records have E values of -2611.62640; -304.60708 Ha, in the order they appear.